Entry from OMol25: C15H21BrClNO2 as an isolated structure in a non-equilibrium geometry (ωB97M-V/def2-TZVPD).

Each line ends with the Löwdin charge.
Cartesian coordinates (Å):
C  2.336539  -4.088255  4.518010  -0.044
C  2.095066  -3.514754  3.056412  -0.252
C  2.135190  -2.208871  2.615970  -0.139
C  1.970997  -1.814928  1.448782  -0.666
C  1.790518  -2.660053  0.500445  -0.243
C  1.554790  -4.152232  0.938654  -0.378
C  1.757603  -4.627779  2.315614  -0.060
H  1.853730  -5.635245  2.249281  0.069
Br  1.152262  -5.413350  -0.578909  0.654
O  1.368897  -2.505197  -0.844467  -0.165
C  0.674733  -1.506802  -1.479746  -0.297
C  -0.541466  -1.244735  -0.830464  -0.182
C  -1.145514  0.225559  -1.217079  -0.291
C  -0.820810  1.384324  -0.769627  -0.380
N  -1.069051  2.593203  -1.507073  -0.119
C  -0.445029  3.676616  -1.046641  -0.216
C  -0.809483  4.994102  -1.904738  -0.128
H  -0.297423  5.787168  -1.719631  0.039
O  -2.211885  5.269637  -2.007700  -0.228
C  -3.086482  4.013284  -2.085504  -0.133
C  -2.491307  2.873225  -1.260401  -0.223
H  -3.331321  1.867616  -1.450701  0.191
H  -2.862505  3.101449  -0.232034  0.125
H  -4.154845  4.272444  -1.857682  0.116
H  -2.742036  3.747439  -3.436174  0.200
H  -0.679559  4.695777  -3.150759  0.172
H  0.747077  3.602766  -1.215280  0.189
H  -0.533740  4.021169  -0.257121  -0.006
H  -1.061623  1.404605  0.467061  0.204
H  0.289911  1.419137  -0.721625  0.117
H  -2.385038  0.018064  -1.194059  0.156
H  -1.065995  0.141120  -2.419585  0.171
H  -1.280871  -2.002396  -0.952601  0.102
H  -0.443314  -0.985706  0.452337  0.186
H  1.452893  -0.514028  -1.136565  0.137
H  0.522658  -1.603614  -2.573649  0.149
Cl  2.271223  -0.127506  1.070302  0.765
H  2.243152  -1.634885  3.615188  0.169
H  2.599688  -3.315054  5.121488  0.008
H  3.194947  -4.954842  4.474909  0.137
H  1.447423  -4.598472  5.005360  0.093

Force components x, y, z for each atom (eV/Å):
0.402 -2.748 -1.883
-0.330 -3.786 3.221
1.325 -2.748 13.112
0.574 6.788 -4.958
-4.703 -7.906 -5.743
0.842 1.626 -0.481
-0.355 5.308 -7.718
0.072 -2.952 1.565
0.382 1.136 1.723
2.475 -3.271 1.094
4.837 4.835 1.525
-3.288 5.116 5.747
-7.385 -12.846 -8.501
6.237 8.044 7.520
-5.606 -3.337 0.031
7.412 1.264 -13.874
-4.290 -8.235 -6.239
2.988 5.050 1.569
-1.678 -1.113 2.418
3.894 0.927 -4.404
-5.052 -1.694 -1.101
2.927 2.754 0.031
1.371 -0.121 0.090
1.295 -0.157 -0.486
-1.808 0.329 3.861
0.840 0.533 3.181
-2.365 -0.060 0.321
-2.053 4.467 14.477
0.178 0.566 -2.745
-0.023 -0.164 0.233
2.964 0.555 0.285
0.083 0.738 2.212
-0.685 -0.413 -0.044
0.126 -1.520 -3.475
-2.465 -2.025 -2.259
0.819 -0.538 0.656
-0.133 0.209 0.190
0.150 0.248 -2.419
1.205 2.034 2.171
-1.956 2.402 0.127
0.777 0.704 -1.031

HOMO level: -8.60 eV
Net charge: 0
Relative energy (zero: lowest compared OMol25 entry of this formula, charge and spin): 0.0 kJ/mol
HOMO-LUMO gap: 9.1325 eV
Total energy: -3823.07793 Eh